i | Entry from the OMol25 dataset: the molecule C7H8 (wB97M-V/def2-TZVPD).

Each line ends with the natural charge from an NBO analysis.
Positions of all 15 atoms, in Å:
C  -1.005  -0.692  -1.102  -0.6193
C  -0.327  0.149  -0.055  0.1026
C  -0.976  0.284  1.295  -0.6193
C  1.129  0.109  -0.057  -0.0575
C  2.315  -0.453  0.155  -0.3985
C  0.643  1.367  -0.565  -0.3313
C  -0.362  2.101  -0.852  0.0602
H  -0.452  -0.688  -2.046  0.2339
H  -2.014  -0.320  -1.274  0.2282
H  -1.054  -1.721  -0.729  0.2182
H  -1.015  -0.710  1.752  0.2182
H  -0.408  0.950  1.952  0.2340
H  -1.987  0.671  1.178  0.2281
H  2.395  -1.524  0.591  0.2477
H  3.120  0.477  -0.242  0.2549

As for the charge: 0.

ii | Entry from the OMol25 dataset: a structure of composition C7H8 (wB97M-V/def2-TZVPD).

Each line ends with the natural charge from an NBO analysis.
Positions of all 15 atoms, in Å:
C  -1.108  -0.667  -1.044  -0.5854
C  -0.305  -0.056  0.108  -0.2297
C  -1.149  0.074  1.375  -0.5897
C  0.991  -0.822  0.309  0.1025
C  2.141  -0.427  0.011  -0.2846
C  0.347  1.243  -0.341  0.1000
C  1.573  1.393  -0.557  -0.2884
H  -0.484  -0.757  -1.938  0.2230
H  -1.963  -0.027  -1.273  0.2137
H  -1.467  -1.658  -0.758  0.2134
H  -1.520  -0.911  1.667  0.2143
H  -0.573  0.494  2.204  0.2221
H  -2.003  0.726  1.176  0.2145
H  3.184  -0.690  -0.050  0.2374
H  2.336  2.086  -0.887  0.2371

As for the charge: 0.

Most stable structure - i; separation to the second - 0.740 eV.

i | Entry from the OMol25 dataset: the molecule C7H8 (wB97M-V/def2-TZVPD).

Each line ends with the natural charge from an NBO analysis.
Positions of all 15 atoms, in Å:
C  0.243  1.652  -0.704  -0.4237
C  0.349  2.549  -1.657  0.2092
C  0.272  1.443  0.814  -0.1656
C  -0.227  0.153  0.722  0.0719
C  -0.280  0.199  -0.764  -0.2047
C  -0.593  -0.908  1.659  -0.6657
C  0.659  -0.814  -1.342  -0.6206
H  0.529  2.115  1.511  0.2075
H  -1.308  0.380  -1.388  0.2288
H  -0.008  -1.762  1.593  0.2296
H  -1.519  -1.274  1.198  0.2330
H  -0.635  -0.538  2.777  0.2381
H  1.229  -1.231  -0.558  0.2096
H  1.235  -0.345  -2.178  0.2356
H  0.052  -1.620  -1.683  0.2171

As for the charge: 0.

ii | Entry from the OMol25 dataset: the molecule C7H8 (wB97M-V/def2-TZVPD).

Each line ends with the natural charge from an NBO analysis.
Positions of all 15 atoms, in Å:
C  2.842  0.759  -0.007  -0.2638
C  1.728  0.958  -0.421  0.0103
C  0.284  0.977  -0.690  -0.4682
C  -0.314  -0.080  0.280  -0.2854
C  -0.134  -1.498  -0.284  -0.5937
C  -1.693  0.193  0.701  -0.0084
C  -2.779  0.414  1.173  -0.2392
H  3.812  0.562  0.392  0.2400
H  0.078  0.700  -1.733  0.2342
H  -0.146  1.971  -0.511  0.2457
H  0.287  -0.001  1.193  0.2407
H  -0.867  -1.717  -1.067  0.2113
H  0.869  -1.600  -0.715  0.2200
H  -0.249  -2.244  0.506  0.2188
H  -3.722  0.588  1.644  0.2376

As for the charge: 0. As for the structure (SMILES): C#CC[C@H](C)C#C.

iii | Entry from the OMol25 dataset: a structure of composition C7H8 (wB97M-V/def2-TZVPD).

Each line ends with the natural charge from an NBO analysis.
Positions of all 15 atoms, in Å:
C  -1.500  0.561  -0.065  -0.6030
C  -0.030  0.431  -0.302  -0.1547
C  0.565  -0.842  -0.828  -0.4835
C  0.194  -2.000  0.003  0.0120
C  -0.127  -2.939  0.686  -0.2575
C  0.670  1.473  0.018  0.0404
C  1.262  2.399  0.705  -0.5255
H  -2.031  0.075  -0.885  0.2116
H  -1.784  0.090  0.878  0.2184
H  -1.781  1.618  -0.027  0.2226
H  1.676  1.290  1.038  0.3561
H  0.197  -0.992  -1.846  0.2354
H  1.659  -0.768  -0.881  0.2406
H  -0.412  -3.777  1.285  0.2399
H  1.442  3.380  0.220  0.2471

As for the charge: 0.

iv | Entry from the OMol25 dataset: a structure of composition C7H8 (wB97M-V/def2-TZVPD).

Each line ends with the Löwdin charge.
Positions of all 15 atoms, in Å:
C  -0.989  -0.727  -1.054  -0.0360
C  -0.150  0.022  -0.002  -0.5597
C  -0.965  0.237  1.287  -0.0357
C  1.127  -0.676  0.270  -0.0971
C  2.269  -1.035  0.402  0.1461
C  0.318  1.334  -0.545  -0.1639
C  0.705  2.446  -1.000  0.0868
H  -0.432  -0.842  -1.987  0.0930
H  -1.906  -0.165  -1.263  0.0916
H  -1.266  -1.717  -0.679  0.0908
H  -1.246  -0.729  1.719  0.0908
H  -0.390  0.803  2.023  0.0930
H  -1.879  0.794  1.056  0.0916
H  3.293  -1.320  0.504  0.0366
H  1.540  1.544  -0.657  0.0722

As for the charge: 0.

Most stable structure - ii; separation to the second - 1.915 eV.

i | Entry from the OMol25 dataset: the molecule C7H8 (wB97M-V/def2-TZVPD).

Each line ends with the natural charge from an NBO analysis.
Positions of all 15 atoms, in Å:
C  -0.697  -1.267  -1.469  -0.6074
C  -0.169  -0.304  -0.452  -0.0466
C  -0.275  1.255  -0.432  -0.2860
C  1.015  1.282  0.393  -0.2392
C  -0.124  1.058  1.282  -0.1706
C  -0.102  -0.441  1.045  -0.2482
C  1.170  -0.258  0.236  -0.2222
H  -0.556  -2.306  -1.145  0.2135
H  -1.768  -1.103  -1.624  0.2164
H  -0.195  -1.146  -2.437  0.2172
H  -1.151  1.601  0.226  0.2540
H  1.732  2.093  0.430  0.2246
H  -0.468  1.702  2.089  0.2351
H  -0.450  -1.262  1.654  0.2275
H  2.038  -0.903  0.204  0.2320

As for the charge: 0. As for the structure (SMILES): C[C@@]12[C@@H]3[C@H]4[C@@H]3[C@@H]1[C@H]42.

ii | Entry from the OMol25 dataset: a structure of composition C7H8 (wB97M-V/def2-TZVPD).

Each line ends with the natural charge from an NBO analysis.
Positions of all 15 atoms, in Å:
C  1.261  1.317  -0.090  -0.0284
C  1.551  1.756  1.106  -0.1163
C  0.394  0.856  -1.167  -0.4781
C  -0.880  0.424  1.079  -0.4367
C  0.630  0.601  1.355  -0.1635
C  -0.315  -0.084  -0.194  0.0666
C  -0.312  -1.535  -0.524  -0.6442
H  -0.356  1.568  -1.689  0.2365
H  0.760  0.163  -2.049  0.2372
H  -1.337  -0.342  1.728  0.2399
H  -1.414  1.312  1.037  0.2199
H  1.136  -0.280  1.703  0.1989
H  0.291  -1.682  -1.477  0.2122
H  -1.311  -1.745  -0.934  0.2258
H  -0.099  -2.330  0.117  0.2302

As for the charge: 0.

iii | Entry from the OMol25 dataset: the molecule C7H8 (wB97M-V/def2-TZVPD).

Each line ends with the natural charge from an NBO analysis.
Positions of all 15 atoms, in Å:
C  2.885  -0.703  -0.241  -0.2566
C  2.015  -0.041  -0.729  0.0190
C  0.919  0.687  -1.252  -0.5448
C  -0.270  -0.239  -1.243  -0.1488
C  -1.138  -0.285  -0.212  -0.2076
C  -1.013  0.243  1.132  -0.2117
C  -1.953  -0.086  2.043  -0.3620
H  3.676  -1.299  0.082  0.2300
H  1.047  1.078  -2.208  0.2391
H  0.938  1.690  -0.688  0.2339
H  -0.382  -0.638  -2.271  0.2167
H  -1.973  -0.918  -0.340  0.1926
H  -0.284  0.984  1.132  0.1997
H  -1.947  0.441  2.994  0.2065
H  -2.520  -0.915  1.800  0.1941

As for the charge: 0. As for the structure (SMILES): C#CC/C=C\C=C.

Most stable structure - iii; separation to the second - 2.370 eV.

i | Entry from the OMol25 dataset: the molecule C7H8 (wB97M-V/def2-TZVPD).

Each line ends with the natural charge from an NBO analysis.
Positions of all 15 atoms, in Å:
C  -0.048  -1.493  -0.444  -0.6142
C  -0.297  -0.051  -0.084  0.0054
C  0.197  1.071  -0.978  -0.4347
C  1.252  0.870  0.015  -0.3597
C  2.589  0.681  0.089  -0.2094
C  -1.476  0.197  0.709  -0.0701
C  -2.477  0.373  1.360  -0.1726
H  -0.917  -1.883  -0.985  0.2296
H  0.843  -1.578  -1.068  0.2317
H  0.093  -2.107  0.451  0.2297
H  0.683  0.633  1.011  0.3233
H  0.452  0.766  -1.991  0.2323
H  -0.401  1.982  -0.939  0.2290
H  2.865  0.005  0.913  0.1361
H  -3.357  0.534  1.942  0.2436

As for the charge: 0.

ii | Entry from the OMol25 dataset: the molecule C7H8 (wB97M-V/def2-TZVPD).

Each line ends with the natural charge from an NBO analysis.
Positions of all 15 atoms, in Å:
C  0.428  1.608  -0.016  -0.5954
C  0.228  0.115  -0.184  -0.1136
C  -0.948  -0.392  -0.905  -0.3013
C  -0.886  -0.589  0.650  -0.3881
C  -1.893  0.221  1.244  -0.1084
C  1.441  -0.674  -0.270  -0.0110
C  2.459  -1.311  -0.344  -0.2159
H  0.956  2.006  -0.888  0.2166
H  -0.539  2.103  0.095  0.2459
H  1.026  1.808  0.879  0.2202
H  -0.631  -1.609  0.945  0.2146
H  -1.674  0.326  -1.267  0.2436
H  -0.870  -1.318  -1.464  0.2393
H  -2.464  -0.425  1.944  0.1144
H  3.366  -1.868  -0.421  0.2389

As for the charge: 0.

iii | Entry from the OMol25 dataset: the molecule C7H8 (wB97M-V/def2-TZVPD).

Each line ends with the natural charge from an NBO analysis.
Positions of all 15 atoms, in Å:
C  0.877  2.401  0.447  -0.2158
C  0.566  1.247  0.305  -0.0009
C  0.054  -0.116  0.045  -0.2102
C  0.975  -0.849  -0.950  -0.5712
C  -0.061  -0.918  1.357  -0.5729
C  -1.274  0.106  -0.567  -0.0010
C  -2.314  0.421  -1.084  -0.2155
H  1.116  3.437  0.549  0.2377
H  1.061  -0.282  -1.880  0.2248
H  0.566  -1.839  -1.179  0.2156
H  1.974  -0.971  -0.517  0.2155
H  0.930  -1.044  1.804  0.2159
H  -0.705  -0.403  2.074  0.2245
H  -0.482  -1.908  1.155  0.2159
H  -3.225  0.740  -1.541  0.2377

As for the charge: 0. As for the structure (SMILES): C#CC(C)(C)C#C.

Most stable structure - iii; separation to the second - 2.353 eV.